1.
ORCA calculation (ωB97M-V/def2-TZVPD) on a structure of composition CH3NO2Tl in a non-equilibrium geometry.

Molar mass ... 265.42 g mol⁻¹
Net charge ... +4
Maximum force ... 0.0490 Eh/bohr
HOMO (alpha / beta) ... -34.667 / -34.444 eV
<S²> ... 1.759
Spin multiplicity ... 2

XYZ file:
```
8
CH3NO2Tl | the Open Molecules 2025 dataset | ωB97M-V/def2-TZVPD
Tl 0.289 3.387 2.361
C -0.315 -1.093 -0.207
N 0.257 0.270 -0.499
O 0.894 0.381 -1.561
O 0.120 1.189 0.343
H -0.558 -1.156 0.853
H 0.491 -1.794 -0.423
H -1.178 -1.183 -0.867
```

2.
ORCA calculation (ωB97M-V/def2-TZVPD) on the molecule CH3NO3 in a non-equilibrium geometry.

Molar mass ... 77.04 g mol⁻¹
Net charge ... 0
SMILES ... O=[N+]([O-])CO
Maximum force ... 0.0761 Eh/bohr
HOMO ... -11.345 eV

XYZ file:
```
8
CH3NO3 | the Open Molecules 2025 dataset | ωB97M-V/def2-TZVPD
O -2.413 -0.729 0.074
N -1.595 0.149 -0.023
O -1.708 1.330 -0.051
C -0.125 -0.231 -0.051
O 0.827 0.932 -0.005
H 0.002 -0.818 0.954
H 0.089 -0.967 -0.856
H 0.588 1.697 0.530
```

3.
ORCA calculation (ωB97M-V/def2-TZVPD) on a cluster of 2 separate species, CH3NO3 in total in a non-equilibrium geometry.

Molar mass ... 77.04 g mol⁻¹
Net charge ... 0
SMILES ... C#[N+][O-].OO
Maximum force ... 0.1671 Eh/bohr
HOMO ... -9.942 eV

XYZ file:
```
8
CH3NO3 | the Open Molecules 2025 dataset | ωB97M-V/def2-TZVPD
C 0.493 -0.442 -1.350
N 0.001 0.632 -1.561
O -0.555 1.682 -1.857
H 1.039 -1.169 -0.942
O 0.117 -0.491 1.908
O -0.617 0.180 0.903
H 0.735 -1.069 1.424
H -1.213 0.677 1.476
```

4.
ORCA calculation (ωB97M-V/def2-TZVPD) on a cluster of 2 separate species, CH3NO3 in total in a non-equilibrium geometry.

Molar mass ... 77.04 g mol⁻¹
Net charge ... 0
SMILES ... O=NO.C=O
Maximum force ... 0.0706 Eh/bohr
HOMO ... -9.926 eV

XYZ file:
```
8
CH3NO3 | the Open Molecules 2025 dataset | ωB97M-V/def2-TZVPD
O -2.945 -1.073 0.475
N -2.494 -0.046 -0.010
O -1.228 0.094 -0.378
H -0.557 -0.523 -0.087
C 2.245 -1.231 -0.189
O 1.062 -1.216 -0.137
H 2.733 -1.400 -1.215
H 2.813 -1.229 0.820
```

5.
ORCA calculation (ωB97M-V/def2-TZVPD) on a cluster of 2 separate species, CH3NO3S in total in a non-equilibrium geometry.

Molar mass ... 109.11 g mol⁻¹
Net charge ... 0
SMILES ... O=[N+]([O-])O.C=S
Maximum force ... 0.0870 Eh/bohr
HOMO (alpha / beta) ... -9.187 / -9.187 eV

XYZ file:
```
9
CH3NO3S | the Open Molecules 2025 dataset | ωB97M-V/def2-TZVPD
O -3.832 0.183 -0.181
N -2.724 -0.121 -0.115
O -1.795 0.240 -0.722
O -2.370 -0.993 1.004
H -1.279 -1.307 0.916
C 0.423 0.282 -0.366
S 0.865 -1.254 -0.582
H 0.292 0.901 -1.124
H 0.305 0.737 0.600
```

6.
ORCA calculation (ωB97M-V/def2-TZVPD) on a cluster of 2 separate species, CH3NO3S in total in a non-equilibrium geometry.

Molar mass ... 109.11 g mol⁻¹
Net charge ... 0
Maximum force ... 0.0716 Eh/bohr
HOMO (alpha / beta) ... -10.175 / -9.196 eV

XYZ file:
```
9
CH3NO3S | the Open Molecules 2025 dataset | ωB97M-V/def2-TZVPD
C 0.486 -0.620 -0.617
N 0.836 0.501 0.186
O 0.765 1.663 -0.148
O 1.117 0.168 1.373
O 0.655 -1.665 0.118
S -2.498 0.266 0.027
H 0.338 -0.564 -1.637
H 0.974 -1.311 1.020
H -2.674 1.562 -0.323
```

7.
ORCA calculation (ωB97M-V/def2-TZVPD) on the molecule CH3NO3S in a non-equilibrium geometry.

Molar mass ... 109.11 g mol⁻¹
Net charge ... 0
Maximum force ... 0.0980 Eh/bohr
HOMO ... -9.446 eV

XYZ file:
```
9
CH3NO3S | the Open Molecules 2025 dataset | ωB97M-V/def2-TZVPD
C 1.782 -0.196 -0.177
N -2.120 0.854 -0.118
O -0.554 -1.476 -0.361
O -0.139 -0.158 1.672
O -0.958 1.061 -0.462
S 0.175 -0.423 0.312
H 2.362 0.700 0.268
H 1.650 -0.202 -1.219
H -2.198 -0.159 0.085
```

8.
ORCA calculation (ωB97M-V/def2-TZVPD) on a cluster of 2 separate species, CH3NO4 in total in a non-equilibrium geometry.

Molar mass ... 93.04 g mol⁻¹
Net charge ... 0
Maximum force ... 0.0706 Eh/bohr
HOMO ... -9.550 eV

XYZ file:
```
9
CH3NO4 | the Open Molecules 2025 dataset | ωB97M-V/def2-TZVPD
C 0.455 0.060 -0.638
N -0.201 -0.229 1.285
O 0.156 -1.029 2.142
O -0.878 0.819 1.399
O -0.432 0.899 -0.884
O 0.509 -1.105 -1.204
H 1.407 0.546 -0.400
H -0.740 1.214 0.038
H -0.277 -1.176 -1.739
```

9.
ORCA calculation (ωB97M-V/def2-TZVPD) on a cluster of 2 separate species, CH3NO4S in total in a non-equilibrium geometry.

Molar mass ... 125.11 g mol⁻¹
Net charge ... 0
Maximum force ... 0.0875 Eh/bohr
HOMO (alpha / beta) ... -8.369 / -11.625 eV
<S²> ... 2.011
Spin multiplicity ... 3

XYZ file:
```
10
CH3NO4S | the Open Molecules 2025 dataset | ωB97M-V/def2-TZVPD
C -0.975 -0.893 1.002
N -0.226 1.062 -0.050
O -0.455 2.033 -0.691
O -1.289 0.353 0.427
O 2.456 1.467 -1.325
O 1.294 -0.571 -1.903
S 1.991 0.226 -0.862
H -1.735 -1.508 0.541
H -0.026 -1.190 0.737
H -1.036 -0.980 2.125
```

10.
ORCA calculation (ωB97M-V/def2-TZVPD) on a cluster of 2 separate species, CH3NOP2 in total in a non-equilibrium geometry.

Molar mass ... 106.99 g mol⁻¹
Net charge ... 0
Maximum force ... 0.0804 Eh/bohr
HOMO (alpha / beta) ... -7.193 / -7.194 eV

XYZ file:
```
8
CH3NOP2 | the Open Molecules 2025 dataset | ωB97M-V/def2-TZVPD
C 1.897 0.351 -0.049
N -1.064 -1.290 -0.093
O 1.410 0.575 1.014
P 0.229 -2.020 -0.571
P -1.582 0.110 0.615
H 2.682 0.795 -0.652
H -1.012 1.318 0.094
H -2.560 0.160 -0.358
```

11.
ORCA calculation (ωB97M-V/def2-TZVPD) on the molecule CH3NOP2S in a non-equilibrium geometry.

Molar mass ... 139.06 g mol⁻¹
Net charge ... 0
SMILES ... c1ns[pH]o[pH]1
Maximum force ... 0.0885 Eh/bohr
HOMO ... -8.505 eV

XYZ file:
```
9
CH3NOP2S | the Open Molecules 2025 dataset | ωB97M-V/def2-TZVPD
C -1.102 -0.598 0.854
N -0.661 -1.754 0.713
S 0.780 -2.479 0.762
P 2.319 -0.938 0.693
O 1.502 0.483 0.998
P -0.015 0.998 1.103
H -2.107 -0.412 0.787
H 2.326 -0.736 -0.573
H -0.165 1.426 -0.185
```

12.
ORCA calculation (ωB97M-V/def2-TZVPD) on the molecule CH3NOP2S in a non-equilibrium geometry.

Molar mass ... 139.06 g mol⁻¹
Net charge ... 0
Maximum force ... 0.1080 Eh/bohr
HOMO (alpha / beta) ... -5.851 / -8.916 eV
<S²> ... 2.011
Spin multiplicity ... 3

XYZ file:
```
9
CH3NOP2S | the Open Molecules 2025 dataset | ωB97M-V/def2-TZVPD
C -0.009 1.013 0.972
N -1.150 1.563 0.753
O -1.074 -1.503 0.856
P 0.457 -0.837 1.076
P -2.207 -1.169 -0.279
S -2.536 0.909 0.184
H 0.663 1.602 1.398
H 0.913 -0.996 -0.149
H -1.229 -0.786 -1.459
```

13.
ORCA calculation (ωB97M-V/def2-TZVPD) on the molecule CH3NOS in a non-equilibrium geometry.

Molar mass ... 77.11 g mol⁻¹
Net charge ... 0
SMILES ... ONC=S
Maximum force ... 0.0457 Eh/bohr
HOMO ... -8.681 eV

XYZ file:
```
7
CH3NOS | the Open Molecules 2025 dataset | ωB97M-V/def2-TZVPD
O 0.023 -1.534 -0.056
N -0.462 -0.272 -0.286
C 0.298 0.819 -0.034
S -0.216 2.348 -0.141
H 0.495 -1.660 0.750
H -1.464 -0.339 -0.465
H 1.325 0.638 0.232
```

14.
ORCA calculation (ωB97M-V/def2-TZVPD) on a cluster of 2 separate species, CH3NOS in total in a non-equilibrium geometry.

Molar mass ... 77.11 g mol⁻¹
Net charge ... 0
Maximum force ... 0.0616 Eh/bohr
HOMO (alpha / beta) ... -9.949 / -10.285 eV
<S²> ... 2.009
Spin multiplicity ... 3

XYZ file:
```
7
CH3NOS | the Open Molecules 2025 dataset | ωB97M-V/def2-TZVPD
C 0.315 0.245 0.950
N 0.388 1.450 1.229
O -1.200 -1.140 -2.292
S 0.136 -1.760 -2.033
H 0.962 -0.541 1.395
H -0.247 -0.137 0.071
H -0.355 1.884 0.680
```

15.
ORCA calculation (ωB97M-V/def2-TZVPD) on the molecule CH3NOS2 in a non-equilibrium geometry.

Molar mass ... 109.18 g mol⁻¹
Net charge ... 0
Maximum force ... 0.0605 Eh/bohr
HOMO (alpha / beta) ... -9.486 / -7.625 eV

XYZ file:
```
8
CH3NOS2 | the Open Molecules 2025 dataset | ωB97M-V/def2-TZVPD
C 0.151 0.146 0.738
N 0.361 -1.045 -0.063
O 0.654 -3.478 -0.526
S 0.988 0.198 2.297
S 0.829 -2.505 0.536
H 0.435 0.943 0.143
H -0.877 0.218 0.794
H 0.009 -0.751 -1.044
```

16.
ORCA calculation (ωB97M-V/def2-TZVPD) on a cluster of 2 separate species, CH3NOS2 in total in a non-equilibrium geometry.

Molar mass ... 109.18 g mol⁻¹
Net charge ... 0
Maximum force ... 0.0799 Eh/bohr
HOMO (alpha / beta) ... -7.285 / -8.801 eV

XYZ file:
```
8
CH3NOS2 | the Open Molecules 2025 dataset | ωB97M-V/def2-TZVPD
C -0.458 0.082 1.021
N 0.705 -0.363 1.352
O -0.055 0.673 -2.523
S -1.847 0.647 1.450
S 0.138 -0.778 -1.750
H 0.931 -0.856 2.287
H 1.557 -0.415 0.818
H -0.971 1.009 -2.655
```

17.
ORCA calculation (ωB97M-V/def2-TZVPD) on the molecule CH3NS2 in a non-equilibrium geometry.

Molar mass ... 93.18 g mol⁻¹
Net charge ... 0
SMILES ... S/C=N/S
Maximum force ... 0.0619 Eh/bohr
HOMO ... -8.653 eV

XYZ file:
```
7
CH3NS2 | the Open Molecules 2025 dataset | ωB97M-V/def2-TZVPD
S 2.025 0.320 -0.766
C 0.517 -0.515 -0.580
N -0.171 0.041 0.328
S -1.750 -0.357 0.924
H 1.397 0.885 0.184
H 0.187 -1.344 -1.083
H -2.204 0.971 0.993
```

18.
ORCA calculation (ωB97M-V/def2-TZVPD) on a cluster of 2 separate species, CH3O2P in total in a non-equilibrium geometry.

Molar mass ... 78.01 g mol⁻¹
Net charge ... 0
Maximum force ... 0.0637 Eh/bohr
HOMO (alpha / beta) ... -10.346 / -7.602 eV

XYZ file:
```
7
CH3O2P | the Open Molecules 2025 dataset | ωB97M-V/def2-TZVPD
C 0.373 -0.711 0.619
O -1.672 1.595 -1.704
O 1.140 0.358 0.477
P -0.319 2.059 -1.707
H 0.809 -1.135 1.568
H 0.412 -1.582 -0.202
H -0.743 -0.585 0.948
```

19.
ORCA calculation (ωB97M-V/def2-TZVPD) on a cluster of 2 separate species, CH3O2S in total in a non-equilibrium geometry.

Molar mass ... 79.10 g mol⁻¹
Net charge ... -1
Maximum force ... 0.0760 Eh/bohr
HOMO (alpha / beta) ... -3.593 / -2.878 eV

XYZ file:
```
7
CH3O2S | the Open Molecules 2025 dataset | ωB97M-V/def2-TZVPD
C -0.215 -0.068 -0.163
O -2.542 -1.505 1.060
O -2.231 1.670 -0.262
S -2.078 0.233 -0.456
H 0.398 0.809 0.222
H 0.235 -0.462 -1.036
H -0.231 -0.967 0.651
```

20.
ORCA calculation (ωB97M-V/def2-TZVPD) on a cluster of 2 separate species, CH3O2S in total in a non-equilibrium geometry.

Molar mass ... 79.10 g mol⁻¹
Net charge ... -1
Maximum force ... 0.0361 Eh/bohr
HOMO ... -3.417 eV

XYZ file:
```
7
CH3O2S | the Open Molecules 2025 dataset | ωB97M-V/def2-TZVPD
S -1.872 1.235 -0.003
H -1.299 1.697 1.105
O 1.886 -1.049 0.580
C 1.080 -0.582 -0.188
O -0.084 -1.113 -0.483
H 1.232 0.393 -0.686
H -0.942 -0.581 -0.326
```